Record 1
Below is a structure of composition C25H22CdN5O4, with properties calculated with ωB97M-V with the def2-TZVPD basis set.

Molecular weight, g mol⁻¹: 568.89
Lowest unoccupied orbital energy, eV: 2.23
Charge: -1
Max |F|, Eh/bohr: 0.0134
E_HOMO, eV: -2.59

Element x y z (Å)
Cd: -0.06 -0.08 0.40
O: -1.38 5.23 -4.24
C: -2.26 4.68 -3.54
O: -3.47 4.96 -3.37
C: -1.79 3.41 -2.82
C: -0.48 2.98 -2.92
C: -0.10 1.82 -2.27
N: -0.96 1.07 -1.58
C: -2.22 1.48 -1.46
C: -2.67 2.65 -2.06
C: -3.11 0.60 -0.63
C: -4.39 1.00 -0.27
C: -5.17 0.16 0.50
C: -4.64 -1.06 0.90
C: -3.36 -1.37 0.50
N: -2.60 -0.57 -0.25
C: 1.32 1.33 -2.25
C: 2.30 1.88 -3.08
C: 3.59 1.40 -3.02
C: 3.89 0.39 -2.12
C: 2.88 -0.09 -1.31
N: 1.62 0.36 -1.38
H: 0.20 3.60 -3.50
H: -3.69 3.00 -1.99
H: -4.77 1.97 -0.58
H: -6.17 0.46 0.79
H: -5.21 -1.75 1.51
H: -2.90 -2.31 0.80
H: 2.03 2.67 -3.77
H: 4.35 1.81 -3.67
H: 4.89 -0.02 -2.04
H: 3.07 -0.85 -0.56
N: 1.43 -1.42 4.93
C: 1.67 -2.71 4.61
O: 1.97 -3.57 5.43
C: 1.55 -3.05 3.15
C: 1.33 -4.36 2.75
C: 1.19 -4.63 1.40
C: 1.28 -3.59 0.49
N: 1.51 -2.34 0.87
C: 1.65 -2.08 2.17
H: 1.49 -1.17 5.90
H: 1.04 -0.75 4.28
H: 1.27 -5.13 3.51
H: 1.00 -5.64 1.05
H: 1.14 -3.75 -0.57
H: 1.81 -1.04 2.42
C: -1.77 -1.19 3.25
O: -1.91 0.11 2.78
C: -0.67 0.73 2.51
C: -1.06 2.14 2.15
H: -2.77 -1.62 3.40
H: -1.21 -1.22 4.18
H: -1.24 -1.80 2.50
H: -1.44 2.63 3.05
H: -1.86 2.25 1.38
H: -0.19 2.70 1.80

***

Record 2
Below is a structure of composition C25H22ClN3O2S in a non-equilibrium geometry, with properties calculated with ωB97M-V with the def2-TZVPD basis set.

Molecular weight, g mol⁻¹: 463.99
Lowest unoccupied orbital energy, eV: -0.33
Charge: 0
Max |F|, Eh/bohr: 0.3755
ΔE to the lowest compared entry with this formula, charge and spin, kJ/mol: 2145.6
E_HOMO, eV: -8.09

Element x y z (Å)
O: 4.22 1.88 -1.57
C: 3.86 1.08 -0.85
N: 2.70 1.38 -0.22
H: 2.23 0.53 0.37
C: 1.67 2.20 -0.70
C: 0.56 1.82 -1.53
H: 0.07 2.64 -1.91
C: -0.48 1.07 -1.05
N: -1.21 1.84 -0.01
C: -2.30 1.41 0.63
O: -3.05 2.39 1.36
N: -2.82 0.23 0.20
C: -1.85 -1.10 0.58
C: -1.01 -0.67 1.83
C: -0.18 -1.79 2.04
C: -0.22 -3.00 1.60
C: -0.97 -3.31 0.45
C: -1.89 -2.18 0.09
S: -2.78 -2.24 -1.48
C: -4.27 -1.26 -0.80
C: -5.56 -1.63 -1.46
C: -6.70 -0.72 -0.90
C: -6.39 0.43 -0.23
C: -5.18 0.68 0.36
C: -4.03 0.00 -0.37
H: -4.88 1.52 0.79
H: -7.20 0.77 -0.04
H: -7.53 -0.90 -1.46
H: -5.72 -2.54 -1.87
H: -0.98 -4.11 -0.09
H: 0.53 -3.65 1.71
H: 0.46 -1.65 2.89
H: -1.03 0.21 2.37
C: -0.58 2.95 0.47
C: 0.90 2.82 0.73
H: 1.41 4.04 1.09
H: 1.10 2.17 1.36
H: -1.06 3.41 1.67
H: -0.76 3.89 -0.25
H: -0.11 0.29 -0.39
H: -1.10 0.63 -1.52
H: 0.98 1.39 -2.11
H: 2.17 3.11 -0.97
C: 4.41 -0.28 -0.42
C: 3.79 -1.34 -0.34
C: 4.83 -2.56 0.06
C: 6.12 -2.44 0.29
C: 6.76 -1.24 0.10
C: 5.86 0.08 -0.39
H: 6.14 1.03 -0.41
H: 7.72 -0.92 0.13
H: 6.67 -3.14 0.47
H: 4.41 -3.40 0.10
Cl: 2.26 -1.78 -0.42

***

Record 3
Below is a structure of composition C25H22F5HfN6O4S2Se in a non-equilibrium geometry, with properties calculated with ωB97M-V with the def2-TZVPD basis set.

Molecular weight, g mol⁻¹: 887.06
Lowest unoccupied orbital energy, eV: -4.31
Charge: +1
Max |F|, Eh/bohr: 0.0847
ΔE to the lowest compared entry with this formula, charge and spin, kJ/mol: 0.0
E_HOMO, eV: -8.52

Element x y z (Å)
Hf: 12.82 10.12 10.05
O: 8.36 10.50 13.37
C: 7.80 9.90 12.31
C: 6.42 9.55 12.30
C: 6.00 8.55 11.39
C: 6.85 8.18 10.37
C: 8.09 8.77 10.16
C: 8.62 9.51 11.21
C: 10.07 9.81 11.20
O: 10.75 9.49 10.08
N: 10.58 10.44 12.19
N: 11.87 10.96 11.88
C: 12.33 11.93 12.71
C: 13.68 12.43 12.73
C: 13.89 13.73 13.26
C: 15.18 14.29 13.17
C: 16.24 13.56 12.63
C: 16.07 12.25 12.13
C: 14.73 11.85 11.95
O: 14.41 11.02 10.97
H: 9.38 10.55 13.08
H: 5.79 9.99 13.09
H: 4.96 8.15 11.52
H: 6.53 7.34 9.79
H: 8.66 8.58 9.28
H: 11.73 12.20 13.60
H: 13.10 14.26 13.74
H: 15.39 15.28 13.52
H: 17.21 14.07 12.74
H: 16.86 11.64 11.67
C: 13.24 7.90 6.54
C: 13.31 7.40 7.94
N: 13.32 6.12 8.33
N: 13.56 6.18 9.69
C: 13.65 7.42 10.15
S: 13.42 8.08 11.66
N: 13.61 8.23 9.01
N: 14.44 9.38 8.77
H: 12.83 7.09 5.96
H: 14.24 8.21 6.23
H: 12.53 8.71 6.41
H: 13.66 5.29 10.21
H: 15.42 9.22 9.17
H: 14.30 9.69 7.84
C: 10.86 12.45 6.74
S: 12.27 12.75 7.87
C: 13.55 12.75 6.59
O: 12.24 11.24 8.54
H: 10.03 13.13 6.99
H: 10.68 11.39 6.97
H: 11.06 12.56 5.67
H: 13.45 13.71 6.03
H: 13.51 11.88 5.92
H: 14.47 12.81 7.18
F: 21.60 9.26 3.45
C: 20.64 9.49 4.33
C: 20.85 9.29 5.72
F: 22.12 9.39 6.18
C: 19.89 8.67 6.45
F: 20.18 7.97 7.56
C: 18.55 8.65 6.19
Se: 17.47 8.61 7.68
C: 18.32 9.05 4.90
F: 17.28 8.28 4.28
C: 19.26 9.47 4.04
F: 18.67 9.49 2.79

***

Record 4
Below is a structure of composition C25H22NO4SSn in a non-equilibrium geometry, with properties calculated with ωB97M-V with the def2-TZVPD basis set.

Molecular weight, g mol⁻¹: 551.23
Lowest unoccupied orbital energy (alpha / beta), eV: -7.43 / -7.43
Charge: +1
Max |F|, Eh/bohr: 0.0521
E_HOMO (alpha / beta), eV: -11.16 / -11.16

Element x y z (Å)
C: -0.91 2.10 0.75
C: 0.07 1.67 1.73
C: 1.37 1.64 1.09
H: -0.12 1.34 2.76
C: 1.18 2.04 -0.29
C: -0.23 2.32 -0.51
H: -0.71 2.64 -1.45
H: -2.01 2.16 0.84
H: 2.31 1.38 1.58
H: 1.97 2.16 -1.03
C: -0.68 -2.23 0.49
C: -1.78 -1.39 0.86
C: -2.28 -0.70 -0.31
H: -2.12 -1.28 1.90
C: -1.49 -1.15 -1.44
C: -0.51 -2.10 -0.94
H: 0.23 -2.63 -1.55
H: -0.11 -2.89 1.17
H: -3.06 0.08 -0.30
H: -1.63 -0.81 -2.48
Sn: 0.07 -0.02 0.00
O: 3.54 -0.95 -1.48
C: 4.64 -0.80 -0.55
C: 4.82 -0.48 -2.03
H: 4.56 0.08 0.14
H: 5.12 -1.73 -0.18
H: 4.85 0.60 -2.30
H: 6.87 0.21 -3.63
C: 6.66 -0.86 -3.70
C: 5.60 -1.38 -2.91
C: 5.29 -2.75 -2.98
H: 4.45 -3.15 -2.40
C: 6.04 -3.59 -3.82
H: 5.79 -4.65 -3.88
C: 7.09 -3.07 -4.58
H: 7.68 -3.73 -5.24
C: 7.40 -1.71 -4.52
H: 8.21 -1.29 -5.11
O: -6.42 0.10 1.69
S: -5.60 1.27 1.92
O: -5.94 2.54 1.29
N: -4.04 0.90 1.48
C: -3.16 0.87 2.42
O: -1.97 0.53 2.22
C: -3.65 1.18 3.75
C: -2.88 1.22 4.93
C: -3.53 1.56 6.12
C: -4.91 1.85 6.11
C: -5.65 1.79 4.90
C: -5.00 1.45 3.70
H: -1.81 1.00 4.89
H: -2.97 1.61 7.04
H: -5.41 2.11 7.05
H: -6.72 2.01 4.89

***

Q: molecular weight of number 1 (C25H22CdN5O4)?
A: 568.89 g mol⁻¹

***

Repeat the second record exactly.
Below is a structure of composition C25H22ClN3O2S in a non-equilibrium geometry, with properties calculated with ωB97M-V with the def2-TZVPD basis set.

Molecular weight, g mol⁻¹: 463.99
Lowest unoccupied orbital energy, eV: -0.33
Charge: 0
Max |F|, Eh/bohr: 0.3755
ΔE to the lowest compared entry with this formula, charge and spin, kJ/mol: 2145.6
E_HOMO, eV: -8.09

Element x y z (Å)
O: 4.22 1.88 -1.57
C: 3.86 1.08 -0.85
N: 2.70 1.38 -0.22
H: 2.23 0.53 0.37
C: 1.67 2.20 -0.70
C: 0.56 1.82 -1.53
H: 0.07 2.64 -1.91
C: -0.48 1.07 -1.05
N: -1.21 1.84 -0.01
C: -2.30 1.41 0.63
O: -3.05 2.39 1.36
N: -2.82 0.23 0.20
C: -1.85 -1.10 0.58
C: -1.01 -0.67 1.83
C: -0.18 -1.79 2.04
C: -0.22 -3.00 1.60
C: -0.97 -3.31 0.45
C: -1.89 -2.18 0.09
S: -2.78 -2.24 -1.48
C: -4.27 -1.26 -0.80
C: -5.56 -1.63 -1.46
C: -6.70 -0.72 -0.90
C: -6.39 0.43 -0.23
C: -5.18 0.68 0.36
C: -4.03 0.00 -0.37
H: -4.88 1.52 0.79
H: -7.20 0.77 -0.04
H: -7.53 -0.90 -1.46
H: -5.72 -2.54 -1.87
H: -0.98 -4.11 -0.09
H: 0.53 -3.65 1.71
H: 0.46 -1.65 2.89
H: -1.03 0.21 2.37
C: -0.58 2.95 0.47
C: 0.90 2.82 0.73
H: 1.41 4.04 1.09
H: 1.10 2.17 1.36
H: -1.06 3.41 1.67
H: -0.76 3.89 -0.25
H: -0.11 0.29 -0.39
H: -1.10 0.63 -1.52
H: 0.98 1.39 -2.11
H: 2.17 3.11 -0.97
C: 4.41 -0.28 -0.42
C: 3.79 -1.34 -0.34
C: 4.83 -2.56 0.06
C: 6.12 -2.44 0.29
C: 6.76 -1.24 0.10
C: 5.86 0.08 -0.39
H: 6.14 1.03 -0.41
H: 7.72 -0.92 0.13
H: 6.67 -3.14 0.47
H: 4.41 -3.40 0.10
Cl: 2.26 -1.78 -0.42